Entry 1:
This record from OMol25 describes a gas-phase ion, C16H21Br3ClF3IN2O2 (charge +1). The level of theory is wB97M-V/def2-TZVPD.

```
49
Properties=species:S:1:pos:R:3:nbo_charge:R:1
C 2.359 -0.419 3.025 -0.6656
C 2.785 -0.764 1.473 -0.0848
O 3.759 0.158 0.876 -0.5303
C 3.230 1.515 0.693 -0.0870
C 2.238 1.713 -0.601 -0.4964
C 0.672 1.309 -0.350 0.2079
C -0.234 0.153 -1.126 0.1802
C 0.417 -0.774 -2.310 -0.4754
C 0.815 -2.298 -1.785 -0.4809
C 2.158 -2.916 -2.502 0.2757
F 3.338 -2.450 -1.712 -0.3654
Br 2.321 -2.427 -4.468 0.0834
C 2.089 -4.579 -2.478 0.5782
F 1.722 -5.000 -1.104 -0.3415
F 1.019 -4.936 -3.482 -0.3594
Br 3.803 -5.370 -3.144 0.1256
N -1.638 0.151 -0.498 -0.3801
C -2.515 -0.894 -1.107 -0.3180
C -4.120 -0.770 -0.861 0.4254
O -4.597 -1.251 0.322 -0.4994
Br -5.489 -0.018 -2.116 0.1175
C -1.764 1.164 0.609 0.4748
C -3.102 1.395 1.505 -0.4936
C -3.107 2.634 2.551 -0.4467
C -3.254 4.132 1.928 -0.5809
I -3.533 4.267 -0.230 0.1158
N -0.387 1.806 0.606 -0.4006
Cl 0.139 3.097 1.616 0.2541
H 1.683 0.564 2.978 0.1851
H 1.692 -1.239 3.541 0.2403
H 3.317 -0.124 3.630 0.2409
H 1.823 -0.956 0.793 0.1562
H 3.325 -1.828 1.520 0.2168
H 2.749 1.985 1.679 0.1952
H 4.180 2.207 0.478 0.2302
H 2.316 2.807 -1.037 0.2722
H 2.643 0.966 -1.440 0.2737
H 1.328 -0.204 -2.805 0.2812
H -0.374 -0.945 -3.185 0.2522
H -0.089 -3.010 -2.103 0.2507
H 0.848 -2.314 -0.613 0.2597
H -2.361 -0.950 -2.290 0.2635
H -2.140 -1.950 -0.708 0.2736
H -4.085 1.446 0.830 0.2899
H -3.250 0.400 2.151 0.2882
H -4.021 2.465 3.299 0.2573
H -2.135 2.599 3.240 0.2371
H -4.220 4.623 2.430 0.2545
H -2.354 4.832 2.283 0.2485
```

The total energy is -262891.3526 eV. The calculation puts the LUMO energy at -3.896 eV. Its total charge is +1. As for the structure (SMILES): CCOCCc1c(CC[C@](F)(Br)C(F)(F)Br)n(CC(=O)Br)c(CCCI)[n+]1Cl.



Entry 2:
This record from OMol25 describes 2 unconnected molecules or ions with the total composition H2N4O2. The level of theory is wB97M-V/def2-TZVPD.

```
8
Properties=species:S:1:pos:R:3:nbo_charge:R:1
N 0.163 0.263 -1.151 0.0877
N 2.036 -0.831 -0.890 0.3137
N -0.869 0.675 -0.720 -0.2767
N 1.019 -0.271 -0.414 0.0986
O 0.049 -0.417 1.465 -0.7741
O 2.780 -1.657 -0.434 -0.2543
H 0.456 0.125 2.155 0.4411
H -1.481 1.267 -1.200 0.3639
```

The total energy is -10078.6307 eV. The calculation puts the LUMO energy (alpha / beta) at -2.088 / -2.083 eV. As for the energy above the lowest of the compared OMol25 structures with the same formula, charge and spin: 6.5657 eV.